(1)
{
  "formula": "C17H33BBr2ClIN2O8P2",
  "method": "the ωB97M-V functional and the def2-TZVPD basis",
  "multiplicity": 1,
  "total_energy_ha": -7992.30783,
  "charge": 0,
  "elements": ["C", "C", "C", "Br", "C", "C", "C", "O", "Cl", "C", "C", "C", "C", "O", "C", "N", "Br", "C", "P", "C", "O", "P", "N", "O", "O", "C", "B", "O", "O", "C", "I", "C", "C", "H", "H", "H", "H", "H", "H", "H", "H", "H", "H", "H", "H", "H", "H", "H", "H", "H", "H", "H", "H", "H", "H", "H", "H", "H", "H", "H", "H", "H", "H", "H", "H", "O", "H"],
  "xyz": [[-0.399, 3.164, 2.845], [-0.353, 2.301, 1.560], [-1.544, 1.334, 1.259], [-2.326, 0.991, 3.075], [-1.198, 0.030, 0.451], [-2.435, -0.961, 0.761], [-2.210, -2.185, 1.667], [-1.848, -3.185, 1.224], [-2.582, -2.289, 3.428], [-0.020, -0.866, 0.954], [0.555, -0.954, 2.330], [2.050, -0.447, 2.376], [2.396, 0.149, 3.762], [2.091, -0.733, 4.826], [3.133, -1.667, 5.070], [0.281, -1.583, -0.077], [1.414, -3.039, 0.335], [-0.293, -1.248, -1.408], [-1.140, -2.679, -2.285], [-1.135, -2.366, -4.138], [-2.811, -2.714, -1.999], [1.354, -1.316, -2.444], [2.643, -0.928, -1.696], [1.282, -0.446, -3.799], [1.583, -2.879, -2.895], [-0.977, 0.148, -1.108], [-2.366, 0.365, -1.915], [-3.520, 0.846, -1.263], [-2.476, 0.185, -3.269], [-0.288, 1.460, -1.708], [1.710, 1.983, -1.100], [-1.205, 2.748, -1.740], [-0.433, 4.124, -1.772], [-0.051, 2.645, 3.750], [0.362, 3.958, 2.689], [-1.337, 3.712, 3.003], [0.581, 1.721, 1.606], [-0.310, 3.027, 0.738], [-2.393, 1.800, 0.744], [-3.360, -0.403, 0.960], [-2.741, -1.500, -0.161], [0.015, -0.302, 3.037], [0.456, -1.962, 2.762], [2.661, -1.362, 2.293], [2.316, 0.201, 1.528], [3.485, 0.340, 3.750], [1.831, 1.083, 3.912], [3.675, -1.961, 4.153], [2.681, -2.560, 5.528], [3.880, -1.288, 5.794], [-2.075, -2.720, -4.584], [-0.336, -3.000, -4.553], [-0.945, -1.324, -4.418], [-3.062, -3.650, -2.007], [3.292, -1.711, -1.630], [1.967, 0.249, -3.725], [2.483, -2.923, -3.287], [-3.666, 1.755, -1.569], [-3.318, -0.253, -3.476], [-0.202, 1.210, -2.781], [-1.861, 2.872, -0.867], [-1.764, 2.849, -2.688], [-0.051, 4.438, -0.797], [0.273, 4.196, -2.606], [-1.231, 4.861, -2.011], [5.216, -0.920, -3.461], [4.595, -0.422, -2.932]],
  "forces_ev_per_angstrom": [[0.9, 0.8, -0.4], [-0.6, 0.2, 0.2], [0.8, 0.4, 0.7], [-0.3, -0.3, -0.6], [-0.8, -0.4, 1.9], [-1.0, -0.2, -1.1], [-1.2, 2.2, 1.4], [1.4, -2.9, -1.8], [-0.2, 0.6, -0.2], [-1.1, 1.6, -1.3], [0.2, 0.9, 0.5], [0.1, -1.5, 0.4], [0.1, 0.2, -0.7], [0.1, 0.0, -0.4], [0.2, -0.5, 0.4], [0.9, -1.3, 1.7], [-0.4, -0.1, -0.7], [0.5, 0.6, -1.4], [-0.8, -2.4, -0.2], [0.7, 0.4, 0.2], [0.5, 0.8, -0.1], [4.3, -0.5, -1.0], [-0.9, 0.3, 1.1], [-1.5, 0.0, 0.7], [-1.5, 0.8, -0.4], [-0.4, 0.5, -0.2], [-1.2, 0.0, 0.2], [1.0, 0.1, 0.2], [0.5, -0.7, 0.3], [-0.6, 0.0, -0.5], [0.1, -0.2, -0.1], [1.1, 1.5, 0.2], [-1.5, 0.2, -0.4], [-0.6, 0.0, -0.3], [-0.3, -0.3, 0.0], [0.1, -0.5, 0.1], [-0.3, 0.3, -0.3], [0.3, -0.5, 0.1], [0.4, -0.1, 0.2], [0.6, 0.0, 0.6], [0.6, 0.3, 0.3], [-0.2, -0.2, -0.6], [0.2, 0.2, -0.4], [0.0, 0.5, -0.3], [-0.1, -0.1, 0.4], [-0.4, 0.3, 0.1], [0.3, -0.3, 0.2], [-0.3, 0.1, 0.3], [0.1, 0.3, -0.3], [-0.3, 0.1, -0.3], [0.1, 0.2, 0.5], [-0.2, 0.3, 0.3], [-0.2, -0.3, -0.1], [0.1, 0.2, 0.3], [0.3, 0.4, 0.0], [0.2, -0.4, -0.1], [-0.2, 0.2, 0.1], [-0.4, -0.4, 0.0], [0.1, 0.5, -0.1], [0.4, 0.0, 0.5], [0.0, -0.5, -0.4], [-0.1, -0.9, 0.5], [0.4, -0.3, -0.4], [0.1, -0.1, 0.5], [0.4, -0.2, 0.1], [-0.3, -0.5, -0.2], [-0.1, 0.3, 0.2]],
  "mulliken_charge": [-1.728, 1.343, -1.983, -0.024, 3.111, -1.617, 0.328, -0.343, -0.155, 0.010, -1.360, -0.395, -0.907, -0.385, -0.699, 0.467, 0.104, 0.114, -0.163, -1.063, -0.462, 0.439, -0.651, -0.587, -0.567, 0.306, 1.157, -0.677, -0.721, -2.219, 0.191, -0.430, -1.755, 0.388, 0.450, 0.387, -0.192, -0.822, 1.060, 0.740, 0.372, 0.270, 0.946, 0.518, 0.289, 0.410, 0.231, 0.326, 0.260, 0.296, 0.441, 0.360, 0.316, 0.369, 0.282, 0.400, 0.393, 0.377, 0.336, 1.276, 0.084, 0.378, 0.361, 0.419, 0.472, -1.046, 0.173]
}

---

(2)
{
  "formula": "C4H6OS",
  "method": "the ωB97M-V functional and the def2-TZVPD basis",
  "multiplicity": 1,
  "total_energy_ha": -629.33279,
  "charge": 0,
  "elements": ["C", "C", "C", "C", "O", "S", "H", "H", "H", "H", "H", "H"],
  "xyz": [[-0.688, 0.713, -0.061], [-2.022, 0.710, 0.044], [0.399, -0.379, -0.076], [1.605, 0.203, 0.486], [2.728, 0.059, -0.179], [0.427, 2.307, 0.049], [-2.603, 1.599, 0.174], [-2.500, -0.287, 0.127], [0.100, -1.289, 0.443], [0.617, -0.668, -1.187], [1.568, 0.537, 1.501], [2.417, -0.275, -1.069]],
  "forces_ev_per_angstrom": [[1.5, 2.4, 0.6], [1.3, -1.9, 0.2], [-2.3, -0.7, -2.3], [-0.7, 3.1, -0.6], [-0.4, -0.7, -0.7], [-0.6, -3.4, -0.1], [-0.1, 0.3, -0.1], [0.0, 0.8, -0.2], [-0.1, -0.3, 0.0], [-0.5, 0.4, 1.7], [0.8, -0.3, 0.5], [1.0, 0.5, 1.0]],
  "mulliken_charge": [0.185, -0.716, -0.500, -0.108, -0.438, -0.293, 0.276, 0.224, 0.291, 0.206, 0.498, 0.373]
}

---

Per-record HOMO level, eV: -4.79 -7.95
Per-record LUMO level, Ha: -0.0567 -0.0014
Per-record Kohn-Sham gap, eV: 3.2431 7.9102